*1*
Below is a 6-piece molecular cluster, C5H22N10O6 overall, with properties calculated with the ωB97M-V functional and the def2-TZVPD basis.

Positions of all 43 atoms, in Å:
C (16.87, 4.91, 11.81)
O (16.11, 4.50, 12.67)
N (16.45, 5.14, 10.48)
N (18.12, 5.40, 12.19)
H (17.04, 5.47, 9.77)
H (15.58, 4.57, 10.16)
H (18.10, 5.94, 13.05)
H (18.63, 5.91, 11.48)
C (9.17, 4.86, 5.14)
O (10.29, 4.83, 4.66)
N (8.08, 4.54, 4.44)
N (8.93, 5.43, 6.39)
H (7.27, 4.20, 4.95)
H (8.28, 3.97, 3.64)
H (8.17, 5.03, 6.91)
H (9.66, 5.67, 7.06)
C (13.32, 5.19, 6.19)
O (14.42, 5.27, 6.76)
N (12.58, 4.02, 6.23)
N (12.60, 6.22, 5.80)
H (11.83, 3.98, 5.52)
H (13.05, 3.17, 6.37)
H (11.79, 6.13, 5.21)
H (13.30, 6.99, 5.80)
C (12.18, 5.22, 12.11)
O (12.41, 4.77, 10.99)
N (13.17, 5.53, 12.98)
N (10.94, 5.39, 12.64)
H (14.03, 4.96, 12.89)
H (13.04, 5.74, 13.95)
H (10.94, 5.67, 13.62)
H (10.24, 5.85, 12.06)
C (7.14, 4.34, 9.36)
O (6.75, 4.65, 8.25)
N (6.13, 4.18, 10.28)
N (8.43, 4.20, 9.84)
H (6.34, 4.46, 11.22)
H (5.22, 4.42, 9.94)
H (8.57, 3.50, 10.56)
H (9.24, 4.34, 9.25)
O (10.99, 5.20, 8.70)
H (11.51, 5.07, 9.51)
H (11.25, 4.43, 8.17)

Calculated values
SMILES: NC(N)=O.NC(N)=O.NC(N)=O.NC(N)=O.NC(N)=O.O
E_HOMO in eV: -9.27
LUMO energy in eV: 0.50


*2*
Below is a 6-piece molecular cluster, C5H22N10O6 overall, with properties calculated with the ωB97M-V functional and the def2-TZVPD basis.

Positions of all 43 atoms, in Å:
O (32.33, 23.90, -11.59)
H (33.07, 23.79, -12.19)
H (32.00, 23.01, -11.46)
C (30.20, 27.75, -7.34)
O (29.65, 28.22, -6.38)
N (30.55, 28.46, -8.34)
N (30.77, 26.64, -7.48)
H (31.07, 28.18, -9.16)
H (30.27, 29.42, -8.22)
H (30.59, 26.01, -6.71)
H (31.20, 26.37, -8.35)
C (33.94, 20.51, -15.77)
O (32.77, 20.94, -15.88)
N (35.03, 21.21, -16.08)
N (34.30, 19.46, -15.04)
H (34.92, 22.13, -16.48)
H (35.94, 20.77, -16.19)
H (35.27, 19.22, -15.16)
H (33.72, 18.78, -14.55)
C (26.69, 24.35, -14.47)
O (25.62, 24.76, -14.51)
N (27.63, 25.29, -14.61)
N (27.10, 23.20, -14.30)
H (27.29, 26.20, -14.87)
H (28.56, 25.25, -14.22)
H (28.02, 22.96, -14.65)
H (26.39, 22.49, -14.18)
C (29.19, 17.31, -11.57)
O (29.63, 16.51, -12.41)
N (27.92, 17.44, -11.41)
N (29.76, 18.00, -10.64)
H (27.67, 17.97, -10.59)
H (27.24, 17.06, -12.05)
H (29.23, 18.50, -9.94)
H (30.72, 17.81, -10.39)
C (38.32, 26.93, -14.34)
O (37.41, 27.33, -13.61)
N (39.32, 26.11, -14.14)
N (38.30, 27.17, -15.61)
H (39.86, 25.96, -14.97)
H (39.43, 25.83, -13.17)
H (37.55, 27.69, -16.05)
H (39.01, 26.82, -16.24)

Calculated values
SMILES: NC(N)=O.NC(N)=O.NC(N)=O.NC(N)=O.NC(N)=O.O
E_HOMO in eV: -9.25
LUMO energy in eV: 0.04


Which of them is the most stable? Correct choice: *1*.


*1*
Below is a 15-piece molecular cluster, C45H120O15 overall, with properties calculated with the ωB97M-V functional and the def2-TZVPD basis.

Positions of all 180 atoms, in Å:
C (-21.17, -14.40, -5.46)
C (-21.34, -14.26, -3.95)
C (-20.52, -13.13, -3.42)
O (-22.73, -14.15, -3.64)
H (-21.94, -15.04, -5.80)
H (-20.23, -14.84, -5.66)
H (-21.26, -13.47, -6.02)
H (-21.08, -15.23, -3.48)
H (-19.48, -13.35, -3.64)
H (-20.66, -13.08, -2.30)
H (-20.74, -12.24, -3.97)
H (-22.97, -13.29, -4.03)
C (-22.26, -18.23, -0.63)
C (-22.39, -17.16, -1.73)
C (-23.72, -17.19, -2.54)
O (-22.20, -15.88, -1.12)
H (-22.34, -19.26, -0.99)
H (-23.13, -18.09, 0.05)
H (-21.38, -18.03, 0.00)
H (-21.46, -17.32, -2.35)
H (-23.79, -16.32, -3.25)
H (-24.64, -17.33, -1.95)
H (-23.61, -18.07, -3.18)
H (-23.02, -15.53, -0.76)
C (-20.55, -10.32, 7.74)
C (-21.10, -11.67, 8.12)
C (-21.48, -11.80, 9.56)
O (-22.12, -12.04, 7.22)
H (-19.58, -10.21, 8.17)
H (-21.22, -9.52, 8.09)
H (-20.54, -10.27, 6.67)
H (-20.29, -12.38, 8.00)
H (-21.71, -12.84, 9.86)
H (-22.31, -11.12, 9.80)
H (-20.66, -11.42, 10.19)
H (-22.41, -12.99, 7.27)
C (-28.23, -10.56, 1.70)
C (-28.33, -12.01, 2.32)
C (-29.51, -11.99, 3.26)
O (-28.55, -12.93, 1.28)
H (-27.53, -10.54, 0.88)
H (-27.91, -9.84, 2.43)
H (-29.19, -10.20, 1.29)
H (-27.47, -12.17, 3.00)
H (-29.62, -12.98, 3.83)
H (-30.45, -11.62, 2.83)
H (-29.41, -11.25, 4.09)
H (-29.03, -13.65, 1.72)
C (-18.27, -14.26, 5.43)
C (-17.55, -15.26, 4.52)
C (-17.53, -16.70, 5.05)
O (-17.98, -15.20, 3.14)
H (-18.33, -13.22, 5.07)
H (-17.62, -14.31, 6.30)
H (-19.23, -14.66, 5.75)
H (-16.46, -14.90, 4.46)
H (-16.98, -17.27, 4.34)
H (-18.51, -17.12, 5.01)
H (-17.09, -16.87, 6.05)
H (-18.94, -15.39, 3.13)
C (-21.33, -19.54, 2.73)
C (-21.13, -18.90, 4.11)
C (-20.27, -19.81, 5.04)
O (-20.61, -17.59, 3.91)
H (-21.89, -18.85, 2.09)
H (-21.83, -20.52, 2.85)
H (-20.24, -19.64, 2.38)
H (-22.07, -18.80, 4.63)
H (-19.36, -20.11, 4.58)
H (-20.88, -20.70, 5.28)
H (-19.98, -19.23, 5.95)
H (-20.52, -17.34, 2.96)
C (-16.21, -7.94, 3.21)
C (-15.53, -9.30, 3.38)
C (-14.38, -9.20, 4.38)
O (-16.45, -10.39, 3.69)
H (-17.23, -8.04, 2.71)
H (-15.60, -7.27, 2.59)
H (-16.44, -7.59, 4.21)
H (-15.15, -9.57, 2.40)
H (-13.53, -8.68, 3.88)
H (-13.93, -10.13, 4.67)
H (-14.74, -8.78, 5.34)
H (-17.31, -10.22, 3.28)
C (-23.29, -16.20, 5.52)
C (-23.09, -16.15, 7.03)
C (-22.62, -17.45, 7.62)
O (-22.31, -15.05, 7.50)
H (-22.31, -16.26, 5.00)
H (-23.91, -15.38, 5.14)
H (-23.80, -17.13, 5.27)
H (-24.09, -15.88, 7.46)
H (-22.60, -17.37, 8.73)
H (-21.62, -17.69, 7.27)
H (-23.32, -18.31, 7.44)
H (-21.42, -15.41, 7.41)
C (-19.96, -8.53, 1.26)
C (-19.92, -10.07, 1.08)
C (-20.07, -10.43, -0.39)
O (-18.77, -10.52, 1.77)
H (-20.90, -8.12, 0.86)
H (-19.20, -8.09, 0.59)
H (-19.86, -8.21, 2.30)
H (-20.75, -10.56, 1.67)
H (-19.35, -9.94, -0.95)
H (-21.07, -10.20, -0.78)
H (-19.93, -11.49, -0.48)
H (-18.11, -10.83, 1.15)
C (-27.45, -14.26, -2.02)
C (-26.19, -13.49, -1.63)
C (-25.96, -12.09, -2.17)
O (-26.05, -13.47, -0.16)
H (-27.71, -14.10, -3.07)
H (-28.20, -13.92, -1.29)
H (-27.27, -15.31, -1.79)
H (-25.27, -14.10, -1.93)
H (-26.73, -11.37, -1.96)
H (-25.80, -12.20, -3.22)
H (-25.03, -11.70, -1.82)
H (-26.92, -13.42, 0.28)
C (-18.12, -17.83, 0.85)
C (-18.89, -16.53, 0.58)
C (-18.92, -16.32, -0.93)
O (-20.19, -16.67, 1.18)
H (-17.66, -17.81, 1.86)
H (-17.22, -17.88, 0.29)
H (-18.66, -18.80, 0.71)
H (-18.49, -15.71, 1.14)
H (-19.26, -17.26, -1.44)
H (-17.93, -15.97, -1.30)
H (-19.65, -15.54, -1.23)
H (-20.75, -16.01, 0.76)
C (-24.90, -11.58, 4.84)
C (-24.00, -10.41, 4.35)
C (-24.72, -9.37, 3.54)
O (-23.54, -9.68, 5.44)
H (-25.16, -12.34, 4.05)
H (-25.86, -11.18, 5.27)
H (-24.30, -12.10, 5.56)
H (-23.21, -10.82, 3.74)
H (-24.11, -8.52, 3.20)
H (-25.59, -8.96, 4.06)
H (-25.14, -9.85, 2.63)
H (-23.30, -10.33, 6.13)
C (-16.37, -13.23, 0.07)
C (-15.58, -12.13, 0.71)
C (-14.38, -11.65, -0.19)
O (-16.42, -11.02, 0.91)
H (-15.73, -14.06, -0.13)
H (-16.73, -12.77, -0.82)
H (-17.19, -13.56, 0.69)
H (-15.09, -12.52, 1.63)
H (-13.78, -10.82, 0.19)
H (-14.87, -11.24, -1.11)
H (-13.77, -12.52, -0.39)
H (-16.43, -10.94, 1.90)
C (-20.99, -13.53, 2.87)
C (-22.37, -13.78, 2.40)
C (-22.76, -12.88, 1.20)
O (-22.55, -15.18, 2.16)
H (-20.22, -13.75, 2.12)
H (-20.77, -14.27, 3.69)
H (-20.84, -12.52, 3.29)
H (-23.09, -13.46, 3.21)
H (-22.74, -11.78, 1.40)
H (-23.77, -13.10, 0.88)
H (-22.13, -13.06, 0.24)
H (-23.40, -15.37, 1.69)
C (-27.20, -16.20, 2.02)
C (-25.78, -15.84, 2.30)
C (-25.21, -16.94, 3.08)
O (-25.07, -15.72, 1.08)
H (-27.72, -15.50, 1.27)
H (-27.78, -16.02, 2.96)
H (-27.40, -17.25, 1.81)
H (-25.81, -14.95, 2.96)
H (-25.40, -17.88, 2.53)
H (-25.74, -17.00, 4.06)
H (-24.17, -16.81, 3.27)
H (-25.44, -15.01, 0.59)

Calculated values
E_HOMO in eV: -9.45
LUMO energy in eV: 0.48


*2*
Below is a 15-piece molecular cluster, C45H120O15 overall, with properties calculated with the ωB97M-V functional and the def2-TZVPD basis.

Positions of all 180 atoms, in Å:
C (3.56, 22.76, 12.12)
C (3.82, 21.40, 12.71)
C (5.23, 21.29, 13.29)
O (2.95, 20.99, 13.72)
H (3.65, 23.56, 12.85)
H (2.62, 22.80, 11.65)
H (4.30, 22.89, 11.32)
H (3.67, 20.71, 11.84)
H (5.51, 20.27, 13.50)
H (5.28, 21.86, 14.18)
H (5.94, 21.69, 12.56)
H (2.35, 21.66, 13.96)
C (0.43, 22.87, 17.05)
C (1.09, 23.64, 15.81)
C (2.55, 23.95, 16.15)
O (0.98, 22.88, 14.63)
H (0.72, 21.87, 17.03)
H (-0.65, 22.84, 16.90)
H (0.73, 23.41, 17.99)
H (0.70, 24.62, 15.75)
H (2.49, 24.60, 17.05)
H (3.03, 24.53, 15.34)
H (3.20, 23.09, 16.35)
H (0.09, 22.73, 14.29)
C (-0.83, 26.66, 13.29)
C (-1.15, 26.56, 11.78)
C (-2.63, 26.44, 11.51)
O (-0.76, 27.77, 11.14)
H (-1.08, 25.75, 13.85)
H (-1.24, 27.62, 13.63)
H (0.23, 26.75, 13.41)
H (-0.68, 25.67, 11.37)
H (-3.08, 25.43, 11.61)
H (-2.90, 26.73, 10.53)
H (-3.22, 27.10, 12.11)
H (-0.97, 27.70, 10.21)
C (-1.45, 20.52, 13.09)
C (-2.60, 21.45, 13.30)
C (-3.41, 21.16, 14.60)
O (-2.05, 22.76, 13.39)
H (-1.87, 19.45, 12.95)
H (-0.97, 20.57, 14.04)
H (-0.85, 20.77, 12.22)
H (-3.26, 21.32, 12.43)
H (-3.39, 20.08, 14.99)
H (-4.40, 21.57, 14.56)
H (-2.96, 21.73, 15.42)
H (-2.82, 23.34, 13.33)
C (-3.45, 19.85, 6.18)
C (-4.72, 20.67, 6.01)
C (-5.63, 20.07, 4.96)
O (-5.45, 20.76, 7.26)
H (-3.86, 18.84, 6.29)
H (-2.79, 20.15, 7.05)
H (-2.91, 19.87, 5.25)
H (-4.45, 21.67, 5.73)
H (-6.28, 19.28, 5.38)
H (-4.97, 19.64, 4.20)
H (-6.30, 20.72, 4.39)
H (-4.88, 21.22, 7.87)
C (-5.35, 24.63, 6.25)
C (-4.38, 24.93, 7.33)
C (-3.80, 26.27, 7.22)
O (-5.11, 24.92, 8.56)
H (-6.23, 25.26, 6.33)
H (-5.62, 23.60, 6.18)
H (-4.79, 24.81, 5.27)
H (-3.55, 24.17, 7.30)
H (-3.35, 26.33, 6.20)
H (-3.00, 26.39, 7.93)
H (-4.58, 27.06, 7.32)
H (-5.34, 24.01, 8.82)
C (3.32, 24.39, 5.85)
C (1.92, 24.23, 6.33)
C (1.13, 23.37, 5.29)
O (1.86, 23.62, 7.58)
H (3.39, 24.57, 4.79)
H (3.95, 23.52, 6.05)
H (3.87, 25.17, 6.34)
H (1.43, 25.16, 6.47)
H (0.87, 24.04, 4.49)
H (0.21, 22.99, 5.75)
H (1.73, 22.57, 4.91)
H (2.21, 22.70, 7.67)
C (2.14, 17.00, 12.28)
C (1.13, 17.33, 13.38)
C (0.51, 16.13, 14.03)
O (1.67, 18.25, 14.29)
H (1.61, 16.36, 11.57)
H (3.12, 16.49, 12.59)
H (2.49, 17.91, 11.80)
H (0.37, 17.90, 12.79)
H (-0.36, 16.44, 14.64)
H (1.27, 15.59, 14.66)
H (0.11, 15.56, 13.24)
H (2.21, 18.92, 13.78)
C (-8.16, 22.61, 10.76)
C (-6.77, 22.99, 10.62)
C (-5.88, 22.81, 11.81)
O (-6.07, 22.21, 9.56)
H (-8.33, 21.55, 11.03)
H (-8.58, 22.72, 9.79)
H (-8.74, 23.32, 11.42)
H (-6.83, 24.05, 10.27)
H (-5.89, 21.74, 12.17)
H (-6.29, 23.47, 12.61)
H (-4.85, 23.09, 11.60)
H (-6.72, 22.00, 8.84)
C (2.61, 25.70, 10.03)
C (2.82, 27.16, 9.58)
C (2.32, 27.26, 8.17)
O (2.34, 28.08, 10.54)
H (2.92, 25.00, 9.23)
H (1.54, 25.51, 10.17)
H (3.28, 25.43, 10.84)
H (3.92, 27.19, 9.54)
H (1.37, 26.80, 8.02)
H (3.07, 26.75, 7.62)
H (2.18, 28.26, 7.88)
H (1.42, 27.81, 10.75)
C (6.43, 25.27, 8.55)
C (7.00, 23.88, 8.92)
C (7.00, 22.88, 7.67)
O (8.35, 23.94, 9.23)
H (6.93, 25.76, 7.69)
H (6.47, 25.94, 9.39)
H (5.39, 25.12, 8.30)
H (6.43, 23.52, 9.78)
H (7.63, 23.30, 6.85)
H (5.97, 22.73, 7.35)
H (7.43, 21.96, 8.00)
H (8.45, 24.68, 9.84)
C (-6.42, 17.35, 10.63)
C (-5.45, 18.31, 9.92)
C (-4.10, 18.24, 10.67)
O (-5.37, 17.99, 8.49)
H (-6.65, 17.57, 11.69)
H (-6.12, 16.32, 10.62)
H (-7.36, 17.43, 10.11)
H (-5.83, 19.35, 9.91)
H (-3.30, 18.80, 10.18)
H (-3.68, 17.25, 10.60)
H (-4.28, 18.64, 11.63)
H (-5.54, 18.79, 7.98)
C (0.48, 17.31, 7.42)
C (-0.42, 18.42, 7.93)
C (-0.46, 18.31, 9.49)
O (-0.01, 19.66, 7.46)
H (1.40, 17.30, 8.02)
H (0.84, 17.40, 6.41)
H (-0.05, 16.37, 7.55)
H (-1.49, 18.21, 7.58)
H (0.53, 18.42, 9.86)
H (-0.92, 17.37, 9.82)
H (-1.05, 19.18, 9.77)
H (-0.53, 20.41, 7.78)
C (3.63, 19.40, 9.31)
C (3.81, 20.37, 8.14)
C (4.70, 19.77, 7.12)
O (2.53, 20.83, 7.66)
H (4.54, 18.98, 9.67)
H (2.98, 18.56, 8.92)
H (2.96, 19.83, 10.11)
H (4.31, 21.26, 8.62)
H (5.71, 19.56, 7.51)
H (4.84, 20.52, 6.31)
H (4.27, 18.84, 6.70)
H (1.91, 20.12, 7.43)
C (-2.10, 22.46, 9.97)
C (-0.71, 22.84, 9.49)
C (0.53, 22.32, 10.24)
O (-0.76, 22.50, 8.08)
H (-2.86, 22.74, 9.24)
H (-2.42, 22.99, 10.91)
H (-2.15, 21.34, 10.07)
H (-0.76, 23.93, 9.51)
H (0.56, 22.60, 11.24)
H (1.40, 22.84, 9.78)
H (0.67, 21.22, 10.21)
H (0.14, 22.79, 7.79)

Calculated values
E_HOMO in eV: -9.47
LUMO energy in eV: 0.41


Which of them is the most stable? Correct choice: *1*.